1.
# C25H39N5O2OsPS3

A molecular structure, C25H39N5O2OsPS3 (ωB97M-V with the def2-TZVPD basis set, OMol25).

## Properties
multiplicity: 2
HOMO (alpha / beta): -13.532 / -13.837 eV
energy above the lowest of the compared OMol25 structures with the same formula, charge and spin: 0.998 eV
frontier orbital gap (alpha / beta): 6.84 / 6.73 eV
total charge: +2
largest force on an atom: 0.0082 hartree/bohr

Element x y z (Å)
1 Os -0.24614 -0.19092 -0.71091
2 N -0.95096 -0.87744 1.11709
3 N -1.99472 -1.84420 1.05573
4 C -2.20005 -2.50383 -0.10483
5 N -3.01105 -3.54395 -0.09382
6 S -1.47532 -1.98196 -1.55238
7 H -0.16858 -1.28130 1.64628
8 H -1.32151 -0.09254 1.64872
9 H -2.12677 -2.34969 1.92405
10 H -3.41506 -3.91591 0.75178
11 H -3.17509 -4.04918 -0.95080
12 C 3.84063 -4.37565 -1.09008
13 C 3.77326 -4.42502 0.41379
14 O 3.31853 -3.14428 0.96529
15 P 1.82860 -2.65508 0.93479
16 S 1.75168 -1.30258 -0.64992
17 S 0.47483 -4.03444 0.93428
18 O 1.74719 -1.65348 2.18497
19 C 2.15122 -2.15013 3.51293
20 C 3.48987 -1.56674 3.88475
21 H 4.24565 -5.31764 -1.46051
22 H 4.49014 -3.56791 -1.42621
23 H 2.84832 -4.24490 -1.52507
24 H 4.75142 -4.56328 0.86596
25 H 3.09689 -5.19891 0.77315
26 H 2.17507 -3.23821 3.48489
27 H 1.35613 -1.84781 4.19276
28 H 4.25424 -1.88768 3.17866
29 H 3.77331 -1.90518 4.88167
30 H 3.44880 -0.47939 3.89484
31 C 2.42885 2.31916 1.89840
32 C 2.87065 2.14676 0.47418
33 C 4.20841 2.21848 0.09281
34 C 4.59450 2.00690 -1.22265
35 C 3.65480 1.69082 -2.19495
36 C 2.31318 1.61044 -1.85370
37 C 1.24198 1.22413 -2.84921
38 C 1.96172 1.87414 -0.53039
39 N 0.55810 1.71312 -0.28453
40 C -0.22246 2.73218 -0.22411
41 C 0.21518 4.15448 -0.16258
42 C -1.67113 2.40567 -0.35047
43 C -2.69422 3.48146 -0.22151
44 N -1.91470 1.17345 -0.63693
45 C -3.27818 0.73718 -0.85335
46 C -4.13827 0.54710 0.22757
47 C -3.80106 0.91411 1.65045
48 C -5.40694 0.03641 -0.04414
49 C -5.80405 -0.23923 -1.33882
50 C -4.94326 0.00854 -2.39904
51 C -3.66633 0.50116 -2.17768
52 C -2.75183 0.82340 -3.32633
53 H 3.27638 2.56319 2.53476
54 H 1.97846 1.39291 2.27142
55 H 1.69418 3.12041 2.01491
56 H 4.95735 2.43758 0.84296
57 H 5.64007 2.07235 -1.49038
58 H 3.96639 1.49668 -3.21346
59 H 1.66700 0.75845 -3.73583
60 H 0.61444 2.06156 -3.15950
61 H 0.52889 0.44239 -2.45058
62 H 1.28709 4.24544 -0.02288
63 H -0.30407 4.67715 0.64255
64 H -0.05788 4.65716 -1.09467
65 H -2.41848 4.34032 -0.83389
66 H -2.73835 3.83250 0.81331
67 H -3.67996 3.13367 -0.51479
68 H -2.79356 1.31217 1.77266
69 H -3.92539 0.06030 2.31770
70 H -4.47843 1.69027 2.01013
71 H -6.09713 -0.11844 0.77670
72 H -6.79744 -0.62291 -1.52836
73 H -5.26847 -0.17566 -3.41492
74 H -3.17874 0.48169 -4.26670
75 H -1.77336 0.34984 -3.21520
76 H -2.58448 1.90032 -3.41085

***

2.
# C25H39N6O3P3Pd

A molecular structure, C25H39N6O3P3Pd (ωB97M-V with the def2-TZVPD basis set, OMol25).

## Properties
HOMO: -6.202 eV
frontier orbital gap: 6.82 eV
largest force on an atom: 0.0116 hartree/bohr

Element x y z (Å)
1 Pd -0.16517 -0.44605 -0.13696
2 C 1.72270 -3.40258 0.02991
3 N 1.69518 -2.01029 -0.39947
4 C 1.90206 -1.89208 -1.84782
5 P 2.57148 -0.90720 0.52337
6 O 2.62789 0.41160 -0.11426
7 O 1.91883 -1.04132 1.97525
8 P 0.88660 -0.20474 2.91589
9 O 0.19755 0.89589 2.23250
10 N 1.82685 0.34537 4.15237
11 C 2.39749 1.67969 4.02589
12 C 2.69242 -0.58772 4.85173
13 N -0.01653 -1.40592 3.57884
14 C -0.99780 -0.92058 4.55415
15 C -0.52826 -2.51007 2.76778
16 N 4.09134 -1.49504 0.82820
17 C 5.26518 -0.78459 0.34504
18 C 4.40725 -2.50193 1.82145
19 H 0.94767 -3.95528 -0.50127
20 H 1.52632 -3.48232 1.09272
21 H 2.69777 -3.85697 -0.18653
22 H 1.05745 -2.36432 -2.34888
23 H 2.83283 -2.38918 -2.15239
24 H 1.94153 -0.84209 -2.12623
25 H 1.68664 2.33871 3.53484
26 H 3.32672 1.66718 3.44321
27 H 2.62289 2.06223 5.02302
28 H 2.21213 -1.56151 4.92947
29 H 2.89195 -0.21987 5.86032
30 H 3.65389 -0.70950 4.33646
31 H -0.59441 -0.07449 5.10698
32 H -1.21963 -1.72319 5.25948
33 H -1.92287 -0.61285 4.06189
34 H 0.28396 -3.16356 2.46637
35 H -1.06334 -2.16018 1.87526
36 H -1.20614 -3.09354 3.39006
37 H 4.97269 -0.01849 -0.36705
38 H 5.94996 -1.48508 -0.14180
39 H 5.79523 -0.30849 1.17755
40 H 3.50815 -2.91276 2.27470
41 H 5.01628 -2.06945 2.62392
42 H 4.97560 -3.32439 1.37670
43 N -2.45553 1.82820 0.07980
44 P -2.20878 0.20248 -0.44816
45 C -2.92532 0.25661 -2.12682
46 C -4.19111 0.78588 -2.37866
47 C -4.69013 0.83984 -3.66747
48 C -3.92124 0.36757 -4.72727
49 C -2.65995 -0.15071 -4.48921
50 C -2.16500 -0.20450 -3.19043
51 C -3.56621 -0.54590 0.52438
52 C -4.38782 -1.54809 0.01582
53 C -5.29898 -2.19810 0.83623
54 C -5.40608 -1.85690 2.17744
55 C -4.58762 -0.86300 2.69586
56 C -3.67064 -0.22001 1.87724
57 C -1.40770 2.72624 0.14292
58 C -1.47288 3.85074 0.98232
59 C -0.36703 4.66480 1.05894
60 C 0.77479 4.35134 0.32264
61 C 0.72610 3.23496 -0.48849
62 N -0.34954 2.45742 -0.60859
63 H -3.26967 2.04902 0.63012
64 H -4.78911 1.15939 -1.55494
65 H -5.67507 1.24971 -3.85077
66 H -4.30760 0.40956 -5.73781
67 H -2.05376 -0.51089 -5.31070
68 H -1.17483 -0.60051 -2.99000
69 H -4.32188 -1.82806 -1.02812
70 H -5.93162 -2.97298 0.42192
71 H -6.12168 -2.36207 2.81312
72 H -4.65711 -0.58833 3.74165
73 H -3.01381 0.53420 2.29754
74 H -2.36095 4.04875 1.56890
75 H -0.38263 5.53482 1.70452
76 H 1.66920 4.95566 0.37276
77 H 1.58464 2.92955 -1.07527

***

3.
# C25H39NO5P2PdS

A molecular structure, C25H39NO5P2PdS (ωB97M-V with the def2-TZVPD basis set, OMol25).

## Properties
multiplicity: 5
HOMO (alpha / beta): -7.352 / -7.958 eV
energy above the lowest of the compared OMol25 structures with the same formula, charge and spin: 0.000 eV
frontier orbital gap (alpha / beta): 7.72 / 5.46 eV
largest force on an atom: 0.0161 hartree/bohr

Element x y z (Å)
1 Pd 0.69972 0.83841 -0.01908
2 C 1.13263 -2.13719 -2.44587
3 C 1.09524 -0.88717 -3.33171
4 C 2.50585 -0.50956 -3.77704
5 P 0.22977 0.48439 -2.44757
6 C 0.04026 1.83074 -3.69436
7 C 1.31991 2.67585 -3.73461
8 C -1.15460 2.75628 -3.45363
9 C -1.42075 -0.28014 -2.28104
10 C -2.31736 -0.37213 -3.33216
11 C -3.56361 -0.96686 -3.17089
12 C -3.93048 -1.48546 -1.93115
13 C -3.03543 -1.46575 -0.88445
14 C -1.75346 -0.89494 -1.05226
15 N -0.80954 -0.89367 -0.06253
16 C -0.80700 -1.87075 0.92078
17 C -1.15733 -3.20396 0.65470
18 C -1.09543 -4.14710 1.66198
19 C -0.69904 -3.77749 2.94310
20 C -0.33242 -2.46356 3.20458
21 C -0.35690 -1.50578 2.20002
22 P 0.10444 0.23728 2.44361
23 C 1.52160 0.20355 3.61009
24 C 2.59347 -0.79748 3.16844
25 C 2.12810 1.59883 3.78449
26 C -1.36199 0.96728 3.26791
27 C -2.55163 0.92079 2.30588
28 C -1.70992 0.33405 4.61203
29 H 1.71292 -2.91403 -2.94909
30 H 0.13375 -2.54121 -2.26813
31 H 1.60566 -1.91253 -1.48602
32 H 0.47624 -1.08899 -4.21472
33 H 3.11885 -0.20819 -2.92508
34 H 2.51525 0.29219 -4.51462
35 H 2.97685 -1.38246 -4.23396
36 H -0.07258 1.29983 -4.64832
37 H 1.45847 3.20277 -2.79146
38 H 1.22396 3.41119 -4.53637
39 H 2.21882 2.08973 -3.92240
40 H -1.12360 3.18450 -2.45178
41 H -2.11741 2.26521 -3.57344
42 H -1.10337 3.57290 -4.17695
43 H -2.04817 0.03325 -4.29920
44 H -4.25293 -1.00922 -4.00401
45 H -4.91709 -1.90532 -1.78685
46 H -3.32057 -1.85014 0.08501
47 H -1.43057 -3.49168 -0.35137
48 H -1.34572 -5.17767 1.44683
49 H -0.65275 -4.51638 3.73224
50 H 0.00033 -2.19106 4.19870
51 H 1.09573 -0.10803 4.57074
52 H 2.88224 -0.62492 2.12996
53 H 2.26519 -1.83290 3.25144
54 H 3.46670 -0.67152 3.81229
55 H 2.57356 1.94896 2.85411
56 H 2.91103 1.53786 4.54292
57 H 1.39988 2.34661 4.09599
58 H -1.07805 2.01077 3.40924
59 H -2.88235 -0.11018 2.14244
60 H -2.31487 1.37710 1.34402
61 H -3.38882 1.46808 2.74356
62 H -2.01880 -0.70755 4.50025
63 H -2.55476 0.87723 5.04131
64 H -0.89362 0.38158 5.33354
65 O -1.02269 2.44848 -0.25515
66 S 0.07706 3.28114 0.32128
67 O 0.38972 2.64350 1.69281
68 O 1.30873 3.00362 -0.48903
69 O -0.23633 4.66643 0.48697
70 C 3.55188 0.36262 -0.20665
71 O 2.38304 -0.37353 0.01493
72 H 3.41841 1.18365 -0.92632
73 H 4.34270 -0.28715 -0.60693
74 H 3.95397 0.82699 0.70803

***

Q: Which of these has the lowest largest force on an atom?
A: C25H39N5O2OsPS3